Below is 2 unconnected molecules or ions with the total composition C43H39Cl2F6N5O2 at a distorted geometry, with properties calculated with ωB97M-V/def2-TZVPD.

The LUMO energy is -0.122 hartree. As for the HOMO-LUMO gap: 3.1 eV. Its total charge is 0. The value obtained for the maximum force is 0.074 Eh/bohr.

Each line ends with the Löwdin charge.
Geometry (Å):
1 N 1.725 0.801 3.304  0.2540
2 C 2.756 1.316 3.076  -0.1415
3 C 3.997 1.977 2.930  -0.0606
4 C 4.062 3.328 3.165  -0.0661
5 C 2.891 4.115 3.192  -0.1052
6 N 1.935 4.787 3.238  0.2461
7 C 5.310 4.053 3.408  -0.3512
8 O 5.314 5.272 3.548  0.1296
9 C 6.532 3.210 3.469  -0.5989
10 Cl 7.953 4.052 3.862  0.7939
11 C 6.480 1.855 3.286  -0.5892
12 Cl 7.844 0.855 3.446  0.7932
13 C 5.204 1.141 2.980  -0.3366
14 O 5.131 -0.079 2.830  0.1201
15 C -2.114 3.369 1.045  -0.0463
16 C -0.725 3.573 0.449  -0.3824
17 C -0.137 4.867 0.997  -0.0968
18 C -0.779 3.569 -1.080  -0.1161
19 C -0.983 4.773 -1.767  -0.0249
20 C -1.261 4.769 -3.132  -0.0552
21 C -1.321 3.562 -3.825  -0.0350
22 C -1.114 2.349 -3.177  -0.1185
23 C -1.204 1.076 -4.019  -0.3959
24 C -0.050 0.984 -5.013  -0.0601
25 C -2.538 0.953 -4.748  -0.0616
26 C -0.799 2.359 -1.809  -0.0802
27 N -0.588 1.103 -1.160  0.0152
28 N -1.559 0.164 -1.198  0.1639
29 N -1.079 -0.871 -0.466  0.0295
30 C -1.862 -2.075 -0.362  -0.0880
31 C -1.372 -3.299 -0.869  -0.1054
32 C -0.123 -3.338 -1.750  -0.3636
33 C -0.354 -2.772 -3.155  -0.0388
34 C 0.493 -4.728 -1.848  -0.0759
35 C -2.074 -4.472 -0.572  -0.0204
36 C -3.325 -4.412 0.037  -0.0526
37 C -3.856 -3.187 0.419  -0.0261
38 C -3.133 -2.005 0.229  -0.1232
39 C -3.750 -0.698 0.713  -0.3929
40 C -3.933 -0.681 2.231  -0.0530
41 C -5.066 -0.390 0.005  -0.0572
42 C 0.167 -0.567 0.055  -0.1157
43 C 0.866 -1.491 0.910  -0.1333
44 C 0.199 -2.200 1.939  0.0651
45 C 0.850 -3.197 2.642  -0.0939
46 C 0.131 -3.882 3.775  -0.4966
47 F 0.528 -5.183 3.928  0.1190
48 F 0.356 -3.244 4.971  0.1215
49 F -1.232 -3.893 3.581  0.1075
50 C 2.158 -3.551 2.334  0.0625
51 C 2.825 -2.856 1.331  -0.0952
52 C 4.188 -3.354 0.905  -0.5024
53 F 4.679 -2.654 -0.163  0.1153
54 F 5.118 -3.297 1.904  0.1257
55 F 4.096 -4.676 0.515  0.1084
56 C 2.230 -1.793 0.668  0.0555
57 C 0.518 0.693 -0.395  -0.2447
58 C 1.643 1.476 -0.133  -0.0052
59 H -2.606 2.470 0.657  0.0647
60 H -2.031 3.280 2.132  0.0848
61 H -2.748 4.234 0.810  0.0881
62 H -0.069 2.746 0.738  0.0918
63 H 0.846 5.061 0.555  0.0832
64 H -0.807 5.710 0.785  0.0742
65 H 0.010 4.804 2.078  0.0403
66 H -0.961 5.724 -1.233  0.1066
67 H -1.457 5.705 -3.647  0.1050
68 H -1.537 3.560 -4.891  0.1104
69 H -1.140 0.235 -3.325  0.0771
70 H 0.910 1.080 -4.492  0.0856
71 H -0.068 0.019 -5.537  0.0785
72 H -0.127 1.787 -5.760  0.0803
73 H -3.364 0.979 -4.029  0.0832
74 H -2.666 1.772 -5.467  0.0741
75 H -2.578 0.001 -5.291  0.0818
76 H 0.608 -2.691 -1.244  0.1125
77 H -0.801 -1.770 -3.132  0.0557
78 H 0.608 -2.708 -3.681  0.0887
79 H -1.020 -3.429 -3.735  0.0923
80 H 0.653 -5.157 -0.854  0.0839
81 H -0.147 -5.397 -2.434  0.0821
82 H 1.464 -4.658 -2.348  0.0850
83 H -1.664 -5.454 -0.831  0.1101
84 H -3.888 -5.333 0.205  0.1116
85 H -4.843 -3.148 0.897  0.1199
86 H -3.046 0.089 0.435  0.0926
87 H -2.993 -0.931 2.740  0.0755
88 H -4.248 0.321 2.553  0.0830
89 H -4.702 -1.404 2.543  0.0820
90 H -4.901 -0.342 -1.076  0.0825
91 H -5.814 -1.165 0.217  0.0767
92 H -5.457 0.577 0.343  0.0834
93 H -0.833 -1.952 2.177  0.1249
94 H 2.628 -4.375 2.852  0.1401
95 H 2.766 -1.232 -0.098  0.1296
96 H 2.541 0.927 0.156  0.0215
97 H 1.635 2.513 -0.447  0.0371


Below is a molecular structure, C43H39Cl5N10O2S3Sr at a distorted geometry, with properties calculated with ωB97M-V/def2-TZVPD.

The LUMO energy is 0.133 hartree. For the energy above the lowest of the compared OMol25 structures with the same formula, charge and spin, the calculation gives 0.0 kcal/mol. As for the HOMO-LUMO gap: 5.2 eV. Its total charge is -2. The value obtained for the maximum force is 0.046 Eh/bohr.

Each line ends with the Löwdin charge.
Geometry (Å):
1 Sr 1.460 0.746 0.549  1.0661
2 C -1.568 0.374 -4.483  -0.0667
3 C -0.882 1.188 -5.367  -0.0766
4 C 0.420 1.552 -5.071  -0.0262
5 C 1.001 1.099 -3.892  -0.2529
6 N 0.348 0.303 -3.056  0.1035
7 C -0.900 -0.048 -3.343  -0.1368
8 C 2.398 1.505 -3.496  -0.2161
9 C 3.205 2.249 -4.348  -0.0239
10 C 4.486 2.595 -3.945  -0.0755
11 C 4.938 2.200 -2.701  -0.0650
12 C 4.070 1.475 -1.899  -0.1467
13 N 2.835 1.142 -2.283  0.1027
14 H -2.592 0.071 -4.669  0.0948
15 H -1.358 1.545 -6.271  0.0982
16 H 0.961 2.205 -5.745  0.0923
17 H -1.388 -0.700 -2.618  0.0998
18 H 2.846 2.562 -5.319  0.0919
19 H 5.122 3.174 -4.603  0.0985
20 H 5.927 2.458 -2.347  0.1022
21 H 4.360 1.140 -0.904  0.0950
22 Cl 3.193 -0.306 3.786  0.6722
23 C 3.746 1.321 3.387  -0.6859
24 C 3.276 1.903 2.222  -0.2560
25 C 3.839 3.133 1.929  -0.7022
26 Cl 3.336 3.914 0.431  0.6278
27 C 4.774 3.785 2.732  -0.7055
28 Cl 5.434 5.335 2.290  0.6061
29 C 5.190 3.171 3.913  -0.7155
30 Cl 6.351 3.944 4.948  0.6048
31 C 4.676 1.916 4.242  -0.7050
32 Cl 5.225 1.122 5.695  0.5979
33 S 0.022 2.735 -1.073  0.4541
34 C -1.494 2.936 -0.238  -0.7374
35 C -2.684 2.985 -0.987  -0.1115
36 C -3.941 3.185 -0.419  -0.2272
37 C -5.126 3.152 -1.245  -0.2140
38 N -6.063 3.100 -1.914  0.1257
39 C -4.023 3.404 0.966  -0.2244
40 C -2.857 3.359 1.726  -0.1184
41 C -1.594 3.045 1.194  -0.7561
42 S -0.261 2.768 2.269  0.4778
43 C -5.296 3.617 1.616  -0.2168
44 N -6.310 3.760 2.146  0.1293
45 H -2.613 2.843 -2.057  0.0950
46 H -2.927 3.522 2.794  0.0992
47 C -4.294 -0.241 -1.556  -0.0723
48 C -4.284 -1.311 -0.462  -0.2153
49 N -4.422 -0.794 0.893  -0.0878
50 C -5.731 -0.882 1.526  -0.2316
51 C -6.711 0.214 1.109  -0.0688
52 C -3.351 -0.137 1.480  -0.4115
53 C -3.571 0.447 2.853  -0.0250
54 N -2.198 0.019 0.936  0.1741
55 H -4.207 -0.710 -2.543  0.0700
56 H -3.460 0.454 -1.431  0.0488
57 H -5.214 0.347 -1.534  0.0515
58 H -3.361 -1.891 -0.527  0.0912
59 H -5.106 -2.011 -0.623  0.1092
60 H -5.606 -0.868 2.606  0.0966
61 H -6.153 -1.858 1.276  0.1042
62 H -6.296 1.207 1.295  0.0409
63 H -7.647 0.124 1.672  0.0714
64 H -6.948 0.146 0.043  0.0661
65 H -4.479 1.055 2.897  0.0714
66 H -2.711 1.074 3.084  0.0451
67 H -3.641 -0.345 3.607  0.0839
68 H -2.146 -0.396 0.008  0.0268
69 C 5.171 -1.908 0.220  -0.0158
70 C 3.677 -1.797 0.463  -0.7128
71 O 3.057 -2.821 0.790  -0.0331
72 O 3.188 -0.617 0.326  -0.3592
73 H 5.473 -2.952 0.161  0.0662
74 H 5.688 -1.418 1.052  0.0762
75 H 5.440 -1.381 -0.702  0.0653
76 N -1.003 -2.970 0.512  0.0969
77 C -0.036 -3.218 -0.427  -0.6656
78 N 0.699 -2.338 -1.023  0.1261
79 C 1.585 -2.968 -1.900  -0.3090
80 C 2.582 -2.325 -2.626  -0.0131
81 C 3.398 -3.067 -3.467  -0.0879
82 C 3.241 -4.448 -3.594  -0.1184
83 C 2.268 -5.109 -2.858  -0.1133
84 C 1.456 -4.359 -2.015  -0.4909
85 S 0.200 -4.901 -0.947  1.0277
86 H -0.815 -2.183 1.132  0.0434
87 H -1.300 -3.772 1.041  0.0709
88 H 2.711 -1.262 -2.482  0.0871
89 H 4.177 -2.566 -4.031  0.0955
90 H 3.892 -5.013 -4.255  0.0883
91 H 2.154 -6.186 -2.923  0.0949
92 C 1.079 -3.779 2.997  -0.0114
93 C 0.517 -2.496 3.523  -0.4117
94 N 0.084 -1.475 2.818  0.0740
95 C -0.326 -0.503 3.723  -0.1763
96 C -0.128 -0.945 4.990  -0.1112
97 N 0.405 -2.218 4.850  0.0724
98 H 1.762 -3.560 2.172  0.0484
99 H 0.289 -4.440 2.626  0.0618
100 H 1.626 -4.310 3.780  0.0746
101 H -0.687 0.464 3.378  0.0092
102 H -0.279 -0.480 5.952  0.1023
103 H 0.733 -2.803 5.592  0.1371